C3H5N2O3 | the ωB97M-V functional and the def2-TZVPD basis

Geometry as ORCA input:
```
! RIJCOSX wB97M-V def2-TZVPD def2/J DEFGRID3
* xyz 1 1
C -0.650 0.237 -0.064
C 1.611 0.238 -0.358
C 1.190 -0.799 0.644
N 0.367 0.946 -0.500
N -3.077 0.081 -0.032
O -3.353 0.611 0.922
O -3.340 -0.609 -0.888
O -0.261 -0.850 0.503
H 2.443 0.883 0.091
H 1.896 -0.142 -1.249
H 1.754 -1.826 0.550
H 1.313 -0.414 1.556
H 0.106 1.645 -1.176
*
```

- relative energy (zero: lowest compared OMol25 entry of this formula, charge and spin) (eV) = 5.357
- strongest force on any atom (eV Å⁻¹) = 4.24
- HOMO (alpha / beta) (eV) = -14.89 / -14.89
- DFT total energy (eV) = -12301.063
- HOMO-LUMO gap (alpha / beta) (eV) = 8.3 / 8.3
- lowest unoccupied orbital energy (alpha / beta) (eV) = -6.61 / -6.61